Record 1
Molecular formula: C24H28MnN7O3
Method: DFT, ωB97M-V/def2-TZVPD

Output
M	517.47	g mol⁻¹
multiplicity	6
ΔE to the lowest compared entry with this formula, charge and spin	0.0	kJ/mol
total charge	+1

Each line ends with the Löwdin charge.
Geometry (Å):
H: -3.60589 1.80598 3.66073  0.124
C: -0.94660 -4.79100 1.15795  -0.090
Mn: -0.16123 -0.10810 -0.08258  1.001
H: 2.50167 0.94429 0.38081  0.088
H: -1.50789 1.91230 2.40018  0.090
N: -0.72074 -2.08514 0.24470  0.032
C: -0.02873 -3.11853 -0.38113  -0.177
H: 3.82009 -1.38104 -0.55767  0.070
N: 0.17213 4.49526 0.30456  -0.064
C: -2.06117 0.97102 2.41227  -0.141
O: 1.96132 0.19155 0.66264  -0.165
C: 0.72560 -2.71351 -1.55437  -0.185
H: 2.94031 -3.95772 -3.84183  0.134
H: 0.90965 5.75779 -1.19187  0.133
N: 0.76241 -1.34011 -1.84097  0.053
C: 1.47155 -3.66530 -2.24074  0.023
H: -1.10126 5.25467 -2.57315  0.124
H: 1.28271 2.79546 0.90561  0.135
C: -3.18749 0.91719 3.18375  -0.039
H: -1.86317 4.57771 0.87860  0.124
C: -1.01157 4.20642 -2.34129  -0.117
H: -0.37049 2.92218 1.54754  0.090
O: -2.02532 -6.27918 2.37859  0.004
H: -1.40260 3.58893 -3.13967  0.126
N: -0.26907 2.13538 -0.42234  -0.150
C: -3.81159 -0.32200 3.36636  -0.010
H: -2.34666 -4.00880 2.61225  0.143
O: -0.15189 -6.90044 1.19096  0.003
H: 3.13046 -0.35966 2.30204  0.137
H: 1.49020 -4.67335 -1.86770  0.111
C: 4.06492 -1.03064 0.44604  -0.076
H: 2.85473 -1.64073 -4.52692  0.125
H: 1.60811 2.27648 -1.48587  0.113
C: -1.69407 2.56823 -0.71451  -0.161
C: 1.52083 -1.01308 -2.90580  -0.124
C: 2.87109 -0.74617 1.28839  -0.270
H: 1.59839 0.03870 -3.19146  0.105
C: -1.02599 -6.13341 1.64775  -0.704
N: -1.52659 -0.06387 1.72827  0.050
N: 0.44642 3.87769 -2.09532  -0.063
C: 2.25448 -3.26370 -3.33300  -0.016
C: -1.47417 -2.43652 1.31698  -0.205
C: 2.22376 -1.92983 -3.67415  -0.057
C: -1.64703 -3.74835 1.77787  0.100
H: 1.98498 4.40974 -0.75141  0.126
H: -2.26683 2.36066 0.17302  0.101
C: -0.09727 -4.43087 0.10258  0.093
C: 0.55570 2.45714 -1.65638  -0.164
H: 0.50076 -5.23495 -0.42442  0.140
H: -3.65141 -2.45413 2.97289  0.132
H: 4.69730 -0.11013 0.36603  0.098
C: -1.27918 4.78770 -0.01481  -0.135
H: -2.13806 1.92465 -1.47484  0.132
H: 2.27544 -1.67541 1.43076  0.126
H: 4.67289 -1.83647 0.93261  0.110
H: -4.70456 -0.37858 3.96660  0.120
H: -1.38083 5.86560 -0.27733  0.142
C: 0.94427 4.69108 -0.94102  -0.158
C: 0.21589 3.05250 0.64820  -0.177
C: -3.25029 -1.44595 2.75731  0.035
N: -1.81664 3.96979 -1.11957  -0.081
C: -2.09529 -1.30092 1.94740  -0.183
H: 0.16349 1.82149 -2.47015  0.121

=====

Record 2
Molecular formula: C24H28N2O4
Method: DFT, ωB97M-V/def2-TZVPD

Output
M	408.50	g mol⁻¹
ΔE to the lowest compared entry with this formula, charge and spin	2226.1	kJ/mol

Each line ends with the Löwdin charge.
Geometry (Å):
C: 4.27605 -0.94068 -4.24404  -0.451
C: 1.20936 -1.15978 -2.00551  0.083
H: -1.60546 2.10855 1.50709  0.142
C: -0.84756 2.71936 2.08875  -0.227
C: 3.05081 -1.47748 -3.63394  -0.152
H: 2.76561 1.18456 2.55728  0.138
C: -0.51920 0.27732 2.30696  -0.141
C: 0.04592 3.11965 1.16242  -0.126
H: 3.23010 4.31780 0.91508  0.084
C: 0.35664 -2.03564 -2.68715  -0.228
H: 2.63561 3.16881 2.72339  0.145
C: 2.07232 2.10710 2.67312  -0.070
H: 3.01273 1.85862 0.15993  0.048
H: 0.35382 0.35450 1.74453  0.097
H: 3.69759 3.63612 -0.67222  0.111
C: -2.95762 -1.72092 0.78192  -0.045
C: 4.20166 0.01898 -5.03480  -0.214
C: -0.96266 -2.46667 -2.07531  0.137
C: 0.80287 2.09463 3.56673  -0.195
C: -3.87034 -0.98679 2.83115  -0.040
C: -1.56301 -1.92333 -1.00745  -0.127
H: 2.31443 -2.83043 -5.41335  0.104
O: -0.80763 -1.39877 0.08069  0.053
H: 1.22046 1.46526 4.56734  0.177
C: -1.87007 -1.19584 1.03027  -0.225
H: 3.74361 0.95065 -4.42779  0.149
H: -1.56508 3.42872 2.70147  0.175
H: 4.72391 -2.06705 -4.85040  0.202
H: 3.32145 -0.14701 -5.84794  0.153
H: -0.03786 3.42672 0.17525  0.088
H: 5.12374 0.35211 -5.50955  0.094
H: -1.85190 1.01549 4.11862  0.056
H: 5.00511 -0.89576 -3.46452  0.114
H: -5.24662 -2.07573 1.52496  0.102
C: -1.51984 -0.52830 2.15553  -0.117
C: 2.31825 2.52282 0.20722  -0.303
H: 1.01893 -0.76030 -0.80682  0.169
O: 2.17488 5.04940 -0.38903  -0.093
H: 0.62577 2.94424 3.94082  0.028
H: 0.08580 -0.33862 3.19820  0.207
N: -0.49470 1.62705 3.07572  -0.125
O: -2.54423 0.39956 4.09806  0.129
H: 1.64430 2.27007 -0.85438  0.197
C: 2.74647 -0.95357 -2.38564  0.033
C: 2.93449 3.86459 0.04465  -0.218
H: -1.48451 -2.97632 -2.59411  0.024
H: 0.16409 -3.06896 -4.33061  0.081
O: -3.57541 -2.93610 -1.08765  0.217
H: -4.79171 -0.76390 3.50284  0.144
H: 0.40280 4.20169 1.44434  0.147
C: -2.73706 -0.18099 2.98314  -0.253
H: 3.23988 -0.47449 -1.78320  -0.010
C: 1.99625 -2.52867 -4.40135  0.081
C: 0.80854 -2.57626 -3.76119  -0.165
C: -2.76358 -2.42597 -0.51759  -0.428
H: 1.78816 4.75683 -1.25766  0.096
C: -4.26768 -1.64953 1.67517  0.107
N: 1.46552 2.29817 1.21788  -0.160

=====

Record 3
Molecular formula: C24H28N4O4S
Method: DFT, ωB97M-V/def2-TZVPD

Output
M	468.58	g mol⁻¹
ΔE to the lowest compared entry with this formula, charge and spin	138.8	kJ/mol

Each line ends with the Löwdin charge.
Geometry (Å):
C: 0.59925 -0.62947 -2.39236  -0.134
C: -1.76558 -1.72403 2.87400  -0.010
C: 2.64856 5.14251 -0.79246  -0.110
H: 3.50103 5.14212 -1.46869  0.072
H: -1.25941 -3.87714 -0.28646  0.120
O: 0.52122 1.08182 -4.67600  0.070
H: 2.62488 4.19017 -0.26783  0.061
C: -0.11283 1.85637 -3.98911  -0.474
H: -1.01792 4.22151 -2.52011  0.109
C: 1.94245 0.01612 -1.98349  -0.001
H: -2.61135 -3.82491 6.03693  0.094
C: 1.83856 -1.73603 2.37343  -0.025
C: 1.52605 -1.83397 3.71462  -0.086
C: -1.24030 -1.89957 0.53960  -0.214
H: 0.92165 1.42238 4.36242  0.105
H: -1.89879 -1.09824 3.74086  0.108
H: 0.26939 3.52144 -5.21361  0.124
S: -2.55701 0.80270 -0.62586  0.747
H: 1.36910 6.30297 -2.08195  0.107
H: -1.19616 2.13490 -2.21727  0.086
H: 0.66450 -0.98506 -3.42523  0.163
H: -1.42479 3.32887 -4.76333  0.126
H: 1.92621 4.24509 -3.32777  0.125
C: 1.19458 -0.69830 4.43561  -0.105
H: -0.32650 5.31531 -3.70613  0.117
C: -1.40439 -3.27830 0.59803  0.004
C: -1.42001 -1.12755 1.67636  -0.044
C: 1.35104 5.34008 -1.56551  -0.266
H: 1.20942 3.26601 -2.04368  0.082
N: -0.63402 1.50900 -2.78798  0.129
C: 1.17836 0.53371 3.80541  -0.077
H: -1.85966 -4.94165 1.86551  0.120
N: -0.81039 -1.28837 -0.66706  0.072
H: 2.73206 -0.72539 -2.09856  0.132
H: -1.28397 -0.05903 1.63644  0.087
H: -3.22777 -2.37343 5.21016  0.097
H: 1.53908 -2.80074 4.19524  0.108
H: 2.41957 -1.36696 0.00533  0.134
C: -2.39207 -3.07682 5.27684  -0.081
O: 0.89491 -2.74238 -1.20055  0.114
C: 1.81950 -0.49601 1.73945  -0.223
N: -0.52220 0.25719 -2.22040  -0.040
C: -1.91534 -3.10516 2.94797  -0.275
C: -1.73523 -3.87319 1.79483  0.012
O: -2.22253 -3.79323 4.07636  -0.079
C: 0.26884 -1.72827 -1.38729  -0.376
H: -1.48113 -2.53552 5.55081  0.087
H: 0.95403 -0.77318 5.48590  0.099
C: 1.49042 0.64471 2.46195  -0.018
C: -0.40032 3.29017 -4.38329  -0.101
C: 1.80755 0.49049 -0.53832  -0.449
C: 1.13450 4.21552 -2.57534  -0.226
H: 2.14242 0.86549 -2.63707  0.121
C: -0.22460 4.32089 -3.26476  -0.204
O: 1.38668 1.59551 -0.26954  0.072
H: 1.47073 1.60406 1.97295  0.103
H: 2.08305 -2.62218 1.80522  0.118
C: -1.28256 -0.07783 -1.15868  -0.735
H: 0.51482 5.35400 -0.86323  0.111
N: 2.11858 -0.47067 0.36765  0.148
H: 2.78821 5.93737 -0.06359  0.067

=====

Which of these has the lowest ΔE to the lowest compared entry with this formula, charge and spin?
C24H28MnN7O3